# 1
Below is a cluster of 2 separate species, C5H10ClN in total in a non-equilibrium geometry, with properties calculated with ωB97M-V/def2-TZVPD.

```
17
Properties=species:S:1:pos:R:3:forces:R:3
H 0.46760 -0.86526 2.06370 -0.334 -0.472 -1.487
C -0.09506 -1.35741 1.19943 -0.525 -0.171 1.777
H 0.21197 0.23543 -1.87756 -1.465 -2.440 0.063
C 1.50630 0.69568 0.04071 0.533 0.684 0.391
C 0.98796 2.13181 0.06550 -2.412 -2.049 2.279
H 0.42629 -2.29333 0.93124 -0.096 0.589 -0.059
H -1.40513 -0.75944 -1.80630 1.070 -0.421 0.012
H 0.33262 -1.69386 -1.57955 -1.704 2.008 -0.332
N 2.81538 0.67720 0.01475 -2.966 -0.836 -0.010
H 0.00157 2.03467 -0.39353 -0.125 0.655 0.215
H -0.96646 0.49609 0.26867 0.894 -1.213 -0.056
C -0.34480 -0.73073 -1.44698 1.977 0.437 0.107
H -1.01239 -1.67064 1.80389 0.512 0.357 -1.403
Cl 3.57689 -0.89871 0.02335 -0.234 -0.140 -0.005
H 0.87344 2.52661 1.12688 -0.043 -0.767 -1.153
C -0.30186 -0.39098 0.02911 2.814 1.948 1.319
H 1.48528 2.85038 -0.44688 2.105 1.830 -1.660
```
Forces are in eV/Å.

Properties
2S+1: 1
LUMO level in eV: 0.55
Largest force on an atom in Eh/bohr: 0.076
Relative energy (zero: lowest compared OMol25 entry of this formula, charge and spin) in kcal/mol: 100.35
E_tot in a.u.: -711.295546
Frontier orbital gap in eV: 9.5



# 2
Below is a cluster of 10 separate species, H20O10 in total in a non-equilibrium geometry, with properties calculated with ωB97M-V/def2-TZVPD.

```
30
Properties=species:S:1:pos:R:3:forces:R:3
H -0.99263 2.46463 0.30103 -2.048 1.929 0.860
O 1.97837 -0.54237 -0.95897 10.514 -5.545 -3.076
H 1.44937 0.08063 -0.79197 -6.217 8.322 2.039
H 1.36737 -2.40337 0.94403 0.299 -0.067 0.462
H -0.17463 -0.10037 -0.28797 -0.119 0.080 -0.091
H -0.90863 -2.72237 -0.60797 7.349 -0.825 2.136
H -2.07663 -3.63837 -1.35397 1.992 2.499 1.668
H -1.27363 0.01463 -3.28897 -1.964 2.232 4.722
O 1.09037 -2.60537 0.04603 -0.733 0.738 -2.509
O 1.21137 0.87663 2.02903 0.370 -0.317 0.568
O -1.77363 0.47363 -2.36597 0.892 -2.204 -4.836
H 2.49237 -1.74837 2.71203 2.619 0.713 0.692
H 1.97737 1.45963 1.86803 -0.795 -0.517 -0.329
O -1.72263 -2.78337 -0.89497 -9.202 -1.421 -3.384
H -2.68363 -0.87337 0.32003 -1.178 0.895 0.710
O -0.38963 0.83163 -0.12397 -0.764 -1.213 0.758
H -0.74963 3.77663 0.88803 0.829 1.403 0.639
H 1.56137 2.14863 -2.14797 0.648 -2.177 -4.432
H 0.65637 2.05163 -0.92797 1.996 1.265 -1.173
H -1.14763 0.70563 -1.66997 0.742 0.020 -0.151
H -1.76063 0.29663 0.60803 1.485 1.280 -0.203
O 1.44437 2.57263 -1.37597 -2.538 0.865 5.536
H 1.20637 -0.95137 2.14803 2.164 -3.635 1.985
H -3.27563 0.61663 1.11203 -0.020 -0.897 -0.759
H 2.95537 -0.14737 -1.01397 -3.454 -1.281 0.207
H 1.41937 -1.83637 -0.56697 -0.400 -2.285 1.895
O -1.52263 3.29063 0.66903 1.012 -3.316 -1.392
O 1.62537 -1.96137 2.50203 -4.415 3.400 -1.756
O -2.61963 -0.10937 0.99103 0.658 -0.971 -0.572
H 0.63637 0.76263 1.23903 0.279 1.031 -0.213
```
Forces are in eV/Å.

Properties
2S+1: 1
LUMO level in eV: -0.35
Largest force on an atom in Eh/bohr: 0.239
Relative energy (zero: lowest compared OMol25 entry of this formula, charge and spin) in kcal/mol: 166.15
E_tot in a.u.: -764.217146
Frontier orbital gap in eV: 10.0



# 3
Below is a structure of composition C44H52N7O2PRh in a non-equilibrium geometry, with properties calculated with ωB97M-V/def2-TZVPD.

```
107
Properties=species:S:1:pos:R:3:forces:R:3
H 4.24912 -0.84410 -3.80963 0.044 0.023 0.036
C -2.91663 -0.19636 -4.82668 0.316 0.012 -0.233
N 1.86834 -1.39728 1.53122 -0.382 0.009 -0.333
C 4.11120 0.04774 -3.19558 0.015 0.057 0.012
C -5.50406 -1.08525 2.06101 0.014 0.006 -0.011
C 1.65762 -1.59543 2.78346 -0.152 0.129 0.697
O 3.17201 -1.72027 1.15285 0.027 0.160 0.045
C 2.71578 -2.10206 3.72078 0.005 0.024 -0.035
C -3.87983 -0.15681 -3.87857 -0.152 -0.043 0.522
H 2.67609 1.54053 2.58748 0.022 0.018 0.013
C -0.61668 -0.48348 -5.55057 -0.145 0.024 0.079
C -4.89748 0.14039 2.29900 0.016 -0.015 -0.065
H 1.40301 -0.90715 -6.04759 0.010 -0.027 0.042
Rh 0.14154 -0.53978 0.43090 -0.947 -1.799 0.272
H 0.08823 2.43481 4.93807 -0.010 -0.012 0.013
H 0.27334 -5.27733 -1.30973 0.016 -0.035 0.005
H 0.13479 5.59763 3.15337 0.013 0.012 0.020
H 0.75264 -4.57498 1.04238 -0.022 -0.008 -0.013
C 1.69067 1.80372 2.98045 -0.051 0.014 -0.046
C -1.97366 1.94926 -0.83787 0.036 -0.221 0.091
N 1.81680 2.96140 3.88396 -0.017 -0.014 -0.029
H -0.92653 -0.91137 4.95887 -0.015 0.022 0.015
C -2.19615 -0.38461 -2.13637 0.367 0.302 0.131
H 0.01629 1.86234 -1.61245 -0.020 0.043 0.062
H -0.59769 4.91981 1.68168 -0.006 0.009 -0.002
C -0.10220 -4.18235 0.48458 0.022 -0.030 0.003
P -1.81003 0.15882 -0.40466 0.705 -0.653 -0.106
C -3.32037 -0.28023 0.52120 0.010 0.145 -0.103
H -3.30591 1.46276 1.77638 -0.018 -0.003 -0.025
H -4.00227 2.32717 -0.24237 0.016 0.002 -0.018
H 3.17309 1.71042 -1.14291 -0.040 -0.017 -0.017
C 2.57225 -4.46601 -1.40212 -0.063 -0.005 -0.031
C 0.07709 -1.30044 4.80446 -0.072 -0.116 0.008
H -1.41312 -2.76509 -1.36395 0.002 0.003 0.019
C -5.00269 -1.92017 1.07248 0.068 0.023 0.000
C -2.00970 4.57218 -1.80766 0.013 0.035 -0.006
H -5.45179 -2.89027 0.89703 -0.003 0.009 0.000
H -0.98673 -4.77460 0.73966 0.022 0.013 -0.016
H -0.00008 4.18187 -2.46693 -0.011 -0.002 -0.002
C 0.35254 -1.27522 3.33495 0.670 -0.561 -0.529
H 3.08874 -1.90144 0.20205 0.036 -0.039 0.064
C 0.21281 -0.98159 -2.82604 -0.605 0.140 -0.068
H 5.10768 -2.31680 -1.89550 -0.023 -0.005 0.011
H -4.25796 -0.06891 -1.76472 -0.011 0.051 -0.052
N 0.78879 2.06590 1.85820 0.152 0.390 0.190
C 0.47240 3.28792 4.37580 0.002 -0.007 -0.108
H -3.16859 -0.08950 -5.87693 0.023 -0.026 0.016
H 1.30012 0.95835 3.54585 0.010 -0.010 0.014
H -3.51759 -2.18267 -0.45014 -0.021 0.022 0.001
H 1.82150 0.99109 -2.03253 0.026 -0.030 0.001
H -0.89862 -3.57789 -2.83905 0.004 -0.011 0.030
H 0.79371 -0.68153 5.35662 -0.006 -0.026 -0.030
H -4.02180 4.64122 -1.06264 0.011 -0.002 0.001
C -3.80564 0.53176 1.53988 -0.061 0.047 0.060
H -1.19636 2.64584 1.57328 -0.007 -0.001 0.005
H 0.12084 -2.30685 5.23479 -0.023 0.026 -0.028
C -3.49675 -0.21487 -2.52051 -0.528 0.000 -0.326
H -6.35498 -1.39479 2.65518 -0.005 -0.010 0.008
H -5.26005 0.78529 3.08994 0.008 -0.010 0.004
H -0.92286 1.55993 2.95062 -0.039 0.000 0.012
C -0.86352 2.48445 -1.48239 0.132 0.194 -0.139
N -0.46372 3.59402 3.29061 0.026 -0.057 -0.009
C 1.30804 3.22352 1.12847 0.039 -0.012 0.116
C 3.86977 -4.03599 -1.62157 -0.010 0.033 -0.012
C 4.09445 -2.68314 -1.75738 0.001 0.035 0.006
H 2.37967 4.97301 3.75116 -0.006 0.021 0.019
C 2.29677 4.10061 3.09811 -0.059 -0.036 -0.023
C 3.05558 -1.74520 -1.70478 0.017 0.039 -0.130
C -1.55162 -0.40167 -4.48996 -0.125 0.023 0.062
H 4.39711 -0.26338 -1.10355 0.041 -0.122 0.010
N 0.57784 -1.35065 -1.57166 0.670 0.491 0.090
C 0.66578 -0.82406 -5.25466 0.208 -0.093 0.160
H 0.64942 3.43925 0.28998 -0.019 0.028 -0.018
C 3.54922 -0.29496 -1.79401 -0.033 -0.052 -0.135
H 5.08116 0.54608 -3.11635 -0.061 0.035 0.009
C 0.15018 -4.22687 -1.02810 0.009 0.159 0.019
C 0.07790 4.71219 2.51497 0.037 -0.108 -0.007
H 2.28191 -2.80768 4.42875 -0.009 0.026 0.002
H 3.43499 0.71644 -3.73156 -0.021 -0.067 -0.013
C -3.91337 -1.51918 0.31035 -0.060 -0.107 0.053
H 3.28688 3.86174 2.70421 0.027 0.003 -0.002
H 2.06266 -1.45381 -3.78411 0.029 0.008 -0.051
H -4.92304 -0.03831 -4.14717 0.008 0.028 0.040
C -0.52653 2.41700 2.40457 0.051 0.015 -0.028
C -0.87648 3.78611 -1.96774 -0.013 -0.139 0.044
H -2.02492 5.58993 -2.17951 0.000 -0.017 0.011
H 4.68870 -4.74299 -1.67452 -0.004 0.010 0.027
H 2.37445 -5.52508 -1.26897 0.012 0.022 0.007
H 2.30259 2.97808 0.74795 -0.013 0.019 -0.020
C -3.12697 4.04155 -1.18000 -0.008 -0.143 0.078
N -0.55385 -0.95437 2.43651 -0.160 1.596 0.098
C 1.49830 -3.58293 -1.35648 -0.031 -0.117 0.084
H -0.94708 -0.30118 -6.56589 -0.009 -0.028 0.011
H -1.89288 -4.44696 -1.65552 0.026 0.025 -0.010
C 1.72207 -2.19441 -1.53711 -0.158 0.081 -0.081
C -1.08384 -3.71689 -1.77103 0.008 -0.085 -0.084
O -1.72720 -0.67761 2.85635 -0.022 -0.163 -0.122
C -1.16934 -0.56287 -3.12205 0.220 -0.016 -0.080
H -0.27505 -3.15210 0.80392 -0.005 0.010 -0.005
H 2.12421 0.49250 -0.36439 0.067 0.225 0.010
H 3.12440 -1.26680 4.29773 0.006 -0.015 -0.002
H 0.54073 4.15120 5.04240 0.003 0.026 0.015
H 3.52753 -2.57418 3.17984 0.024 -0.021 -0.017
C 1.05793 -1.10092 -3.93865 0.031 -0.053 -0.154
C -3.11165 2.73168 -0.70635 -0.172 0.224 -0.010
C 2.60381 0.78765 -1.30132 0.042 0.106 -0.062
N 1.41275 4.42657 1.97614 0.019 -0.065 -0.026
```
Forces are in eV/Å.

Properties
2S+1: 1
Net charge: -1
LUMO level in eV: 2.68
Largest force on an atom in Eh/bohr: 0.040
Relative energy (zero: lowest compared OMol25 entry of this formula, charge and spin) in kcal/mol: 0.00
E_tot in a.u.: -2693.506360
Frontier orbital gap in eV: 6.0